{
  "formula": "C29H22Br2N4O3PbS2",
  "method": "wB97M-V/def2-TZVPD",
  "charge": 0,
  "homo_lumo_gap_ev": 5.27,
  "homo_energy_ev": -7.4,
  "lumo_ha": -0.0770,
  "spin_multiplicity": 1,
  "energy_ha": -7700.34000,
  "molar_mass_da": 905.66,
  "de_lowest_kcal_mol": 11.0,
  "largest_force_ev_per_a": 0.70,
  "elements": ["Pb", "C", "C", "O", "C", "C", "C", "N", "N", "C", "O", "C", "C", "C", "C", "C", "C", "H", "H", "H", "H", "H", "H", "H", "H", "H", "H", "H", "H", "C", "C", "C", "C", "C", "C", "Br", "C", "C", "Br", "C", "O", "C", "N", "H", "H", "H", "H", "H", "H", "S", "C", "N", "C", "C", "C", "C", "C", "C", "S", "H", "H", "H", "H"],
  "xyz": [[0.804, -0.372, -1.230], [-1.237, 0.522, -5.547], [-1.207, 0.215, -4.075], [-0.276, -0.404, -3.599], [-2.374, 0.780, -3.328], [-2.731, 0.829, -2.038], [-3.924, 1.609, -1.588], [-1.964, 0.147, -1.009], [-2.260, 0.574, 0.117], [-1.403, 0.014, 1.192], [-0.577, -0.844, 0.985], [-1.611, 0.673, 2.488], [-2.769, 1.402, 2.760], [-2.927, 1.993, 4.002], [-1.923, 1.881, 4.955], [-0.762, 1.170, 4.678], [-0.607, 0.555, 3.450], [-0.985, 1.579, -5.677], [-2.232, 0.372, -5.964], [-0.503, -0.086, -6.067], [-3.034, 1.332, -3.987], [-4.452, 2.008, -2.450], [-3.612, 2.434, -0.947], [-4.603, 0.986, -1.004], [-3.529, 1.509, 2.000], [-3.826, 2.551, 4.225], [-2.043, 2.359, 5.918], [0.021, 1.098, 5.420], [0.288, -0.004, 3.212], [3.117, -0.994, 1.592], [2.947, 0.496, 1.565], [3.609, 1.327, 2.497], [3.420, 2.676, 2.444], [2.567, 3.237, 1.468], [2.281, 4.622, 1.348], [3.082, 5.872, 2.527], [1.422, 5.070, 0.390], [0.814, 4.167, -0.498], [-0.397, 4.851, -1.784], [1.044, 2.800, -0.466], [0.487, 1.957, -1.265], [1.953, 2.343, 0.568], [2.163, 1.000, 0.639], [3.613, -1.319, 2.506], [3.708, -1.321, 0.733], [2.148, -1.493, 1.527], [4.254, 0.882, 3.242], [3.915, 3.332, 3.148], [1.197, 6.123, 0.301], [3.243, -1.635, -2.148], [2.304, -3.058, -1.877], [1.055, -3.079, -1.486], [0.578, -4.368, -1.353], [-0.713, -4.709, -0.950], [-1.056, -6.044, -0.863], [-0.131, -7.044, -1.173], [1.153, -6.721, -1.574], [1.502, -5.378, -1.659], [3.008, -4.648, -2.116], [-1.421, -3.925, -0.712], [-2.054, -6.320, -0.548], [-0.421, -8.084, -1.100], [1.867, -7.498, -1.815]],
  "mulliken_charge": [1.55, -1.45, 0.71, -0.56, -0.35, 0.36, -1.31, 0.20, 0.07, 0.20, -0.45, 0.39, -0.25, -0.68, -0.37, -0.68, -0.39, 0.34, 0.41, 0.37, 0.26, 0.40, 0.28, 0.35, 0.45, 0.41, 0.39, 0.42, 0.40, -1.29, 0.64, -0.99, -0.83, 1.12, -0.08, -0.24, -0.43, -0.18, -0.20, 0.11, -0.76, 0.05, 0.19, 0.44, 0.26, 0.22, 0.45, 0.34, 0.41, -0.42, 0.37, -0.10, -0.55, -0.46, -0.60, -0.46, -0.53, 0.87, -0.29, 0.37, 0.39, 0.36, 0.38]
}